Molecular formula: C41H58CrN2O4S
Method: DFT, ωB97M-V/def2-TZVPD

Values from the calculation:
E_LUMO (spin up / spin down) in eV: 4.07 / 4.07
Energy relative to the best compared isomer or geometry (same formula, charge and spin) in eV: 0.074
2S+1: 5
Largest force on an atom in eV/Å: 0.60
Charge: -2
E_tot in Ha: -3450.45526

```
107
Properties=species:S:1:pos:R:3:lowdin_spin:R:1
Cr 0.624 -1.868 -0.511 3.7478
C -1.703 -2.962 -3.129 0.0014
N -2.023 -2.004 -2.089 0.0156
C -3.118 -2.478 -1.267 0.0008
C -2.252 -0.678 -2.616 0.0010
C -0.957 0.049 -2.949 0.0027
N -0.048 0.292 -1.831 0.0290
C 1.232 0.751 -2.424 0.0031
C 2.220 1.328 -1.451 0.0038
C 2.694 2.611 -1.641 0.0000
C 3.612 3.207 -0.776 0.0040
C 4.013 2.444 0.319 -0.0001
C 3.565 1.149 0.564 0.0033
C 2.657 0.540 -0.350 0.0060
O 2.225 -0.660 -0.167 0.0403
C 3.993 0.374 1.813 0.0006
C 4.898 1.195 2.736 0.0000
C 2.744 -0.022 2.618 0.0004
C 4.770 -0.893 1.413 0.0000
C 4.104 4.628 -1.039 0.0005
C 2.915 5.601 -1.047 0.0003
C 5.095 5.108 0.024 0.0000
C 4.807 4.693 -2.403 0.0002
C -0.541 1.278 -0.862 0.0020
C -1.656 0.885 0.082 0.0043
C -2.791 1.684 0.132 0.0002
C -3.791 1.498 1.075 0.0037
C -3.577 0.488 2.017 -0.0004
C -2.466 -0.339 2.023 0.0020
C -1.478 -0.187 0.994 0.0049
O -0.473 -0.987 0.912 0.0333
C -2.287 -1.421 3.093 0.0003
C -2.332 -2.816 2.454 0.0005
C -0.948 -1.221 3.820 0.0002
C -3.389 -1.365 4.157 0.0000
C -5.066 2.338 1.135 0.0005
C -5.153 3.068 2.483 0.0002
C -6.295 1.430 0.982 0.0002
C -5.117 3.390 0.026 0.0000
H -2.520 -3.027 -3.876 0.0002
H -0.775 -2.688 -3.632 0.0006
H -1.566 -3.947 -2.687 0.0001
H -4.049 -2.608 -1.855 0.0005
H -2.839 -3.433 -0.821 0.0001
H -3.312 -1.763 -0.465 0.0001
H -2.866 -0.712 -3.540 0.0005
H -2.817 -0.108 -1.881 0.0001
H -0.397 -0.542 -3.678 0.0004
H -1.210 1.012 -3.438 0.0010
H 1.661 -0.113 -2.940 0.0010
H 1.020 1.521 -3.187 0.0008
H 2.320 3.165 -2.499 0.0001
H 4.706 2.883 1.021 -0.0001
H 4.413 2.114 3.073 0.0000
H 5.133 0.597 3.621 0.0000
H 5.841 1.458 2.247 0.0000
H 2.228 0.870 2.983 0.0000
H 2.048 -0.589 2.002 0.0011
H 3.028 -0.631 3.483 0.0000
H 5.677 -0.629 0.863 0.0000
H 5.059 -1.453 2.309 0.0000
H 4.156 -1.530 0.781 0.0001
H 2.408 5.585 -0.081 0.0000
H 3.251 6.624 -1.250 0.0000
H 2.186 5.325 -1.810 0.0000
H 4.638 5.117 1.015 0.0000
H 5.978 4.467 0.061 0.0000
H 5.422 6.125 -0.210 0.0000
H 4.134 4.382 -3.204 0.0000
H 5.150 5.711 -2.618 0.0000
H 5.669 4.023 -2.416 0.0000
H 0.315 1.547 -0.239 0.0003
H -0.841 2.197 -1.401 0.0010
H -2.871 2.477 -0.604 0.0001
H -4.331 0.342 2.780 -0.0001
H -1.582 -2.938 1.676 0.0001
H -2.168 -3.580 3.222 0.0000
H -3.315 -2.996 2.007 0.0000
H -0.119 -1.287 3.121 0.0001
H -0.921 -0.241 4.307 0.0000
H -0.826 -1.991 4.589 0.0000
H -4.375 -1.565 3.730 0.0000
H -3.191 -2.133 4.909 0.0000
H -3.419 -0.395 4.663 0.0000
H -5.149 2.361 3.314 0.0000
H -4.296 3.734 2.608 0.0000
H -6.071 3.664 2.545 0.0000
H -6.322 0.670 1.764 0.0000
H -7.220 2.015 1.038 0.0000
H -6.265 0.914 0.020 0.0000
H -4.283 4.091 0.105 0.0000
H -5.080 2.925 -0.962 0.0000
H -6.048 3.959 0.100 0.0000
O -1.434 -5.500 -0.347 0.0089
C -0.468 -4.775 -0.629 0.0096
O -0.267 -3.633 -0.109 0.0392
C 0.588 -5.366 -1.562 0.0032
C 0.586 -6.761 -1.638 0.0005
C 1.465 -7.469 -2.437 0.0019
C 2.375 -6.758 -3.214 0.0004
C 2.389 -5.379 -3.162 0.0008
C 1.517 -4.639 -2.338 0.0050
S 1.700 -2.891 -2.420 0.0101
H -0.157 -7.277 -1.043 0.0000
H 1.437 -8.553 -2.460 0.0002
H 3.074 -7.281 -3.859 0.0000
H 3.096 -4.820 -3.763 -0.0004
```

***

Molecular formula: C41H59BBaBrN10O3S
Method: DFT, ωB97M-V/def2-TZVPD

Values from the calculation:
E_LUMO in eV: 2.07
Energy relative to the best compared isomer or geometry (same formula, charge and spin) in eV: 0.685
Largest force on an atom in eV/Å: 1.42
Charge: -1
E_tot in Ha: -5393.96911

```
117
Properties=species:S:1:pos:R:3:lowdin_charge:R:1
Ba 0.651 0.562 0.143 1.7952
C 0.795 -5.563 -1.034 -0.0323
C 0.306 -4.448 -0.169 -0.2769
C -0.659 -4.509 0.814 0.0131
C -0.740 -3.203 1.329 -0.2580
N 0.082 -2.402 0.665 0.0804
N 0.742 -3.170 -0.238 0.0247
B 1.992 -2.716 -1.042 -0.5018
N 1.623 -1.949 -2.348 0.0230
N 0.882 -0.814 -2.428 0.0473
C 0.772 -0.512 -3.720 -0.2557
C 1.442 -1.474 -4.492 0.0113
C 1.967 -2.368 -3.587 -0.2716
C 2.772 -3.584 -3.915 -0.0260
C -0.030 0.656 -4.257 -0.5329
C 0.215 1.942 -3.465 -0.0635
C 0.356 0.915 -5.715 -0.0657
C -1.517 0.295 -4.199 -0.0354
N 3.038 -2.037 -0.115 0.0279
N 2.764 -1.072 0.799 -0.0108
C 3.861 -0.876 1.517 -0.2553
C 4.881 -1.726 1.058 0.0186
C 4.321 -2.445 0.025 -0.2701
C 4.995 -3.486 -0.806 -0.0289
C 3.903 0.077 2.693 -0.5326
C 5.312 0.070 3.292 -0.0709
C 2.903 -0.396 3.755 -0.0341
C 3.563 1.517 2.286 -0.0541
C -1.565 -2.726 2.505 -0.5314
C -2.597 -1.687 2.055 -0.0471
C -0.641 -2.096 3.554 -0.0335
C -2.304 -3.907 3.135 -0.0687
H 0.239 -6.468 -0.793 0.0741
H 1.857 -5.759 -0.882 0.0737
H 0.646 -5.341 -2.092 0.0742
H -1.199 -5.387 1.124 0.0967
H 2.520 -3.714 -1.430 0.0911
H 1.551 -1.519 -5.561 0.0982
H 2.831 -3.676 -4.999 0.0763
H 2.325 -4.494 -3.516 0.0645
H 3.786 -3.519 -3.525 0.0615
H 1.272 2.207 -3.448 0.0462
H -0.125 1.860 -2.434 0.0273
H -0.346 2.761 -3.926 0.0830
H 1.423 1.128 -5.801 0.0915
H -0.197 1.778 -6.092 0.0799
H 0.119 0.060 -6.351 0.0742
H -1.801 0.113 -3.170 0.0582
H -1.723 -0.605 -4.782 0.0884
H -2.124 1.116 -4.596 0.0836
H 5.892 -1.812 1.416 0.0987
H 6.018 -3.607 -0.453 0.0755
H 5.033 -3.194 -1.856 0.0661
H 4.490 -4.450 -0.745 0.0741
H 5.597 -0.931 3.624 0.0779
H 5.342 0.736 4.156 0.0796
H 6.047 0.420 2.565 0.0861
H 3.146 -1.405 4.097 0.0875
H 1.893 -0.398 3.348 0.0509
H 2.919 0.282 4.611 0.0888
H 4.145 1.836 1.421 0.0620
H 3.776 2.186 3.123 0.0903
H 2.505 1.658 2.062 0.0287
H -2.109 -0.805 1.638 0.0606
H -3.201 -1.364 2.907 0.0786
H -3.264 -2.118 1.306 0.0792
H -0.109 -1.248 3.130 0.0455
H 0.091 -2.824 3.910 0.0914
H -1.226 -1.744 4.409 0.0844
H -3.002 -4.360 2.429 0.0803
H -2.873 -3.561 4.000 0.0805
H -1.606 -4.675 3.474 0.0824
Br -5.293 1.098 1.603 0.8279
C -4.042 1.226 3.051 -0.7228
C -4.519 1.089 4.342 -0.1239
C -3.579 1.189 5.362 -0.0612
C -2.254 1.417 5.039 -0.0042
C -1.896 1.512 3.698 -0.1702
N -2.794 1.416 2.715 0.1156
C -0.434 1.710 3.314 -0.6462
O 0.204 2.508 3.994 0.0346
O -0.046 1.004 2.342 -0.3847
H -5.567 0.913 4.531 0.0905
H -3.889 1.090 6.394 0.1045
H -1.486 1.527 5.790 0.1182
S 3.066 2.181 -1.311 0.4507
C 2.298 3.546 -0.608 -0.8398
C 2.762 4.868 -0.840 -0.1250
C 2.160 5.928 -0.213 -0.1056
C 1.091 5.704 0.660 -0.1000
C 0.677 4.401 0.827 -0.1823
N 1.232 3.357 0.205 -0.0923
H 3.602 5.007 -1.507 0.0851
H 2.522 6.936 -0.385 0.0941
H 0.610 6.512 1.194 0.0868
H -0.140 4.160 1.499 0.1080
C -1.931 4.011 -1.381 -0.0261
N -3.032 3.068 -1.440 -0.0671
C -4.235 3.528 -2.099 -0.1647
C -5.422 2.712 -1.637 -0.1731
C -5.130 1.244 -1.865 -0.1960
N -3.842 0.879 -1.316 -0.1058
C -3.641 -0.542 -1.113 -0.0577
C -2.809 1.755 -1.145 -0.4887
O -1.709 1.390 -0.721 -0.1861
H -2.217 4.878 -0.782 0.0945
H -1.659 4.351 -2.384 0.0925
H -1.067 3.537 -0.927 0.0561
H -4.126 3.468 -3.192 0.1274
H -4.373 4.581 -1.844 0.1218
H -6.322 3.004 -2.179 0.1151
H -5.588 2.891 -0.572 0.0677
H -5.161 1.004 -2.937 0.1268
H -5.889 0.630 -1.373 0.1051
H -2.627 -0.727 -0.777 0.0778
H -3.810 -1.084 -2.048 0.0944
H -4.340 -0.910 -0.360 0.0521
```

***

Number 2 is which compound?
C41H59BBaBrN10O3S